Formula: C6H7FO4
Source: the Open Molecules 2025 dataset
Level of theory: wB97M-V/def2-TZVPD

Output
- maximum force (hartree/bohr) = 0.0701
- ΔE to the lowest compared entry with this formula, charge and spin (kJ/mol) = 0.0
- M (g mol⁻¹) = 162.12
- E_tot (a.u.) = -633.49540
- net charge = 0
- gap between HOMO and LUMO (spin up / spin down) (eV) = 6.998 / 8.047

Each atom is followed by the atoms it is bonded to, with distances in Å.
Cartesian coordinates (Å):
1 C 0.9679 -2.0015 -2.0506  C2 1.467, C5 1.431, O7 1.231
2 C 1.8555 -0.8746 -1.7434  C1 1.467, O8 1.289, H12 1.204
3 C -0.5664 -1.0432 -0.1524  C4 1.518, C5 1.521, O9 1.453, H13 1.064
4 C 0.2607 0.2051 -0.4026  C3 1.518, C6 1.501, O8 1.417, H14 1.027
5 C -0.2736 -1.9464 -1.3412  C1 1.431, C3 1.521, F11 1.329
6 C 0.1822 1.0329 0.8475  C4 1.501, O10 1.378, H15 1.096, H16 1.161
7 O 1.2608 -2.8569 -2.8864  C1 1.231
8 O 1.6015 -0.0747 -0.7652  C2 1.289, C4 1.417
9 O -1.9101 -0.5030 -0.0388  C3 1.453, H17 0.907
10 O -0.8508 1.9447 0.8801  C6 1.378, H18 0.945
11 F -1.0465 -3.0217 -1.2239  C5 1.329
12 H 3.0189 -1.0217 -2.0172  C2 1.204
13 H -0.5674 -1.4934 0.8114  C3 1.064
14 H -0.1189 0.8290 -1.1249  C4 1.027
15 H 1.0341 1.7128 0.9635  C6 1.096
16 H 0.0737 0.3420 1.7742  C6 1.161
17 H -2.4786 -1.1123 -0.3958  O9 0.907
18 H -1.6206 1.4345 0.6799  O10 0.945

Atom charges from the Mulliken analysis, given in e for atoms 1 to 5:
1 C 0.398
2 C -0.260
3 C 0.202
4 C 0.214
5 C 0.095